Molecular formula: C4H11NO2
Method: DFT, the ωB97M-V functional and the def2-TZVPD basis

Geometry as XYZ:
```
18
Properties=species:S:1:pos:R:3
C -0.4479 0.4363 -2.6991
C -0.8532 0.7782 -1.2784
N -0.0694 0.4406 -0.1126
C 1.0088 -0.3690 0.1648
C 0.6478 -1.6761 0.9097
O -2.0354 1.2646 -1.1534
H -0.6667 1.1293 -3.5442
H -1.0311 -0.4815 -3.0150
H 0.5718 0.1768 -2.8276
H -0.1615 1.0888 0.6408
H 1.5286 -0.6253 -0.7871
H 1.6997 0.2331 0.7690
H 0.1421 -1.6029 1.8676
H 0.0210 -2.2039 0.1942
H 1.5291 -2.3514 1.0614
H -0.4855 0.8252 3.8316
H -0.8344 1.2610 2.6093
O -0.5639 1.6761 3.3689
```

Summary:
HOMO-LUMO gap in eV: 10.221
Largest force on an atom in eV/Å: 4.79
HOMO energy in eV: -9.60